Density functional theory data (ωB97M-V/def2-TZVPD) for 15 unconnected molecules or ions with the total composition C60H135N3O12 at a distorted geometry.

XYZ file:
```
210
Properties=species:S:1:pos:R:3:forces:R:3:lowdin_charge:R:1
C 19.7783 22.3379 15.8092 -0.4280 0.6816 -0.9223 -0.07
C 18.2921 22.6496 15.7688 -0.6036 1.5213 -0.0053 -0.27
O 17.9081 22.7453 14.3926 -0.7956 -0.5883 0.3666 -0.17
C 16.4716 22.8526 14.2989 0.8815 -1.4282 -0.9250 -0.27
C 16.1301 22.9938 12.8252 -0.6595 -0.5228 -0.2784 -0.07
H 20.2371 22.2715 16.7561 -0.0203 -0.0999 1.5105 0.04
H 19.9476 21.3940 15.3267 0.1791 -0.3837 -0.4709 0.06
H 20.3616 23.1195 15.3044 -0.3711 -0.1845 -0.2371 0.09
H 17.6201 21.9159 16.2348 0.4734 -0.2929 0.2343 0.10
H 18.0016 23.6455 16.2463 0.6423 -1.0307 -0.2269 0.14
H 15.9338 21.9390 14.7262 0.8043 1.0140 -0.2980 0.12
H 16.2032 23.7196 14.8534 -0.6081 0.7931 0.5315 0.08
H 16.3005 22.0607 12.2531 0.1550 0.3774 0.4371 0.06
H 16.6903 23.7886 12.3381 0.0571 0.0856 0.1388 0.08
H 15.0553 23.1983 12.7089 0.2441 0.1046 0.0823 0.08
C 18.1526 17.2233 14.4218 1.7897 0.9956 1.0328 -0.05
C 17.3246 18.4076 14.9391 0.1312 -0.1733 0.2360 -0.26
O 16.0492 18.3875 14.2992 0.6573 0.9115 0.0992 -0.17
C 16.1062 18.8772 12.9581 -0.8274 -0.6428 -0.0047 -0.28
C 14.6992 19.2650 12.5688 -0.0084 1.2457 -0.3931 -0.08
H 19.2332 17.2812 14.7779 -1.2386 0.0488 -0.3043 0.09
H 17.7396 16.3310 14.8518 -0.2495 -0.5197 -0.1857 0.03
H 18.2058 17.1731 13.3414 -0.2016 -0.0343 -0.1596 0.07
H 17.1736 18.3066 16.0363 -0.1926 -0.1127 -0.6152 0.11
H 17.7977 19.4047 14.8296 -0.0266 -0.4237 -0.3421 0.11
H 16.7526 19.7386 12.7638 0.2992 0.0363 0.7216 0.11
H 16.4681 18.0746 12.2944 -0.1257 0.1412 0.0924 0.11
H 14.3152 20.1892 13.0603 0.4668 -0.7032 0.1475 0.08
H 13.9802 18.4727 12.7188 -0.1041 -0.2618 -0.0857 0.07
H 14.7585 19.5670 11.5209 -0.3379 -0.3199 -0.2118 0.08
C 20.4582 20.9331 21.3172 -0.2011 3.8251 0.4289 -0.08
C 21.4444 19.8487 21.2646 -0.5221 0.0147 -1.4877 -0.36
O 21.0163 18.8955 22.1549 1.1362 -2.3306 0.9548 -0.16
C 21.7971 17.6913 22.0029 -0.4550 -0.0839 0.3590 -0.24
C 21.2586 16.5424 22.8634 0.0115 0.0818 1.6500 -0.06
H 20.5063 21.5416 22.3008 -0.2591 -1.2463 -1.2389 0.10
H 20.8571 21.6900 20.5772 -0.8818 -0.5431 0.4092 0.09
H 19.3930 20.6824 21.0911 1.0121 -0.0782 0.1327 0.07
H 21.4644 19.5042 20.2053 -0.0551 -0.4192 0.4723 0.10
H 22.4499 20.2115 21.4383 0.4895 0.1178 0.4738 0.12
H 21.7319 17.4041 20.9488 -0.1239 -0.2080 -0.1192 0.09
H 22.8746 17.8372 22.1521 -0.1088 0.4538 0.4152 0.12
H 20.9814 16.7068 23.9702 0.5169 0.5485 -1.7412 0.09
H 21.9884 15.7280 22.9600 -0.0521 0.1192 -0.5259 0.07
H 20.3619 16.1676 22.4050 -0.4435 -0.3962 -0.1760 0.04
C 13.3377 15.4576 24.6587 1.7365 2.6279 -0.7718 -0.03
C 14.1365 15.8630 23.3984 -0.3300 -1.8766 0.5647 -0.28
O 13.1814 16.0773 22.4149 -0.7008 -0.1440 -1.1323 -0.20
C 13.7020 16.7391 21.2507 -0.4514 0.0928 1.9532 -0.28
C 12.6063 17.0119 20.2896 -1.2328 -0.0350 -0.2478 -0.06
H 12.7796 14.6090 24.6092 -1.3331 -2.7069 -0.8697 0.04
H 13.9845 15.3382 25.4879 0.7501 0.1224 1.0067 0.06
H 12.6222 16.2333 24.8395 -0.2901 0.7107 0.3810 0.06
H 14.6986 16.7795 23.5093 0.4967 0.2975 0.5332 0.11
H 14.8449 15.0173 23.1209 -0.4738 0.8758 0.0915 0.12
H 14.1446 17.6731 21.6576 0.3215 -0.3184 -0.7302 0.12
H 14.4195 16.0634 20.8044 0.6032 0.0901 -0.2226 0.09
H 11.9641 16.1274 20.1289 0.3635 0.2097 0.1410 0.10
H 13.0961 17.2239 19.3667 0.1074 0.3517 -0.9976 0.06
H 11.9256 17.8582 20.5076 0.5878 -0.3882 0.2698 0.08
C 12.1748 19.0811 23.5031 -0.5007 -0.6439 -0.0579 -0.06
C 13.2974 19.8969 24.1402 -0.8314 -1.5880 -0.0421 -0.28
O 14.3044 20.2444 23.1990 -0.3005 -0.0718 0.9908 -0.19
C 15.4098 20.6063 24.0367 -0.7692 0.4977 -0.5377 -0.30
C 16.4485 21.2710 23.2501 2.4292 2.3161 -0.7734 -0.09
H 11.5591 19.5843 22.7592 0.2453 0.5017 -0.0624 0.07
H 12.4621 18.1257 23.0354 0.4445 0.4892 0.2632 0.05
H 11.4628 18.7580 24.2698 0.1039 0.2359 0.2022 0.08
H 12.9055 20.8079 24.5864 -0.1398 0.2125 0.1627 0.11
H 13.7193 19.2679 24.9924 -0.2188 0.7130 -0.9906 0.13
H 15.0470 21.3828 24.7764 0.3031 -1.2777 -0.1534 0.14
H 15.7611 19.6417 24.4273 0.1373 0.5330 0.6741 0.12
H 17.1653 21.7317 23.9922 -0.3027 -0.7296 -0.6895 0.10
H 16.1328 22.2044 22.6976 -0.3136 -1.0403 0.4625 0.09
H 17.0168 20.6524 22.5310 -0.4288 0.1093 0.5778 0.06
C 17.3137 15.0742 17.9482 1.2546 -0.1636 -1.5762 -0.05
C 17.4594 14.3515 16.5815 0.9781 -0.5379 1.3826 -0.23
O 17.6484 12.9410 16.6984 -0.1004 0.6314 0.2458 -0.15
C 16.5275 12.2031 17.0530 -0.9615 -0.6708 -0.8922 -0.32
C 16.8435 10.7435 16.8628 1.9229 0.4713 0.8718 -0.06
H 17.3200 16.1483 17.7580 -0.3364 0.0882 0.1443 0.07
H 16.4661 14.7545 18.4970 -1.2530 -0.0993 0.2477 0.05
H 18.1432 14.8699 18.5998 0.7070 -0.1944 0.1022 0.05
H 16.6083 14.5985 15.9867 -0.7888 -0.0655 -0.7071 0.10
H 18.3680 14.5962 16.0356 -0.0353 0.7374 0.1785 0.11
H 16.1296 12.3249 18.0444 0.4369 0.3997 1.1698 0.09
H 15.6222 12.4627 16.4814 0.3268 0.1831 -0.6314 0.13
H 17.2991 10.5037 15.9163 -0.1036 0.2499 -0.6394 0.07
H 15.9218 10.2400 16.9539 -0.7657 -1.1986 0.4909 0.07
H 17.6518 10.4519 17.6024 -1.2622 -0.0545 -0.4994 0.07
C 14.1571 24.1957 17.3363 -0.2661 0.3506 -0.1103 -0.06
C 14.9877 23.7835 18.5191 -0.4719 0.4471 1.9939 -0.29
O 16.0963 24.6407 18.7782 0.6820 -0.1742 0.3332 -0.17
C 17.0010 24.1211 19.8109 -2.1313 -0.2641 -0.6317 -0.26
C 18.0105 25.1726 20.1332 1.4824 -1.5959 0.4981 -0.07
H 13.6249 25.1447 17.4118 0.2369 0.1131 0.3452 0.08
H 14.8004 24.2517 16.4681 0.1065 0.0212 -0.3080 0.05
H 13.3814 23.4517 17.1460 0.1494 -0.1566 0.0930 0.06
H 14.3957 23.6442 19.4815 0.2871 0.3943 -1.0434 0.13
H 15.3686 22.8194 18.3190 0.5511 -1.5035 -0.3762 0.08
H 16.3671 23.8381 20.6676 0.1179 0.3272 0.0883 0.10
H 17.4362 23.1492 19.5023 0.1410 0.5096 -0.2439 0.11
H 17.6346 26.1420 20.3259 -0.6628 0.8315 0.2486 0.07
H 18.7257 25.2168 19.3365 0.2988 0.3451 -0.7518 0.06
H 18.6426 24.8247 20.9774 -0.5584 0.2671 -0.1203 0.09
C 21.2102 14.8747 18.8777 -1.2333 0.7128 2.0236 -0.07
C 22.5730 14.3482 19.1937 0.5816 -0.9215 -1.8058 -0.27
O 23.4598 15.4304 19.0460 0.3147 0.9147 -0.0363 -0.23
C 24.8738 15.2405 18.9691 -0.9074 0.9943 0.1788 -0.22
C 25.4862 16.6631 18.8046 0.7116 -2.1390 -1.6219 -0.06
H 21.2137 15.5198 18.0262 0.2867 -0.0342 -0.8155 0.03
H 20.4881 14.0613 18.7031 0.1844 0.3416 0.3492 0.07
H 20.8861 15.5757 19.7097 -0.0634 -0.9855 -0.7103 0.10
H 22.6792 13.8535 20.1621 -0.1273 0.0738 0.0000 0.11
H 22.7603 13.6175 18.3677 0.3476 0.0059 0.7245 0.13
H 25.1653 14.6337 19.8308 0.4728 0.3822 0.1416 0.12
H 25.1618 14.6960 18.0711 -0.2374 -0.3028 -0.2011 0.11
H 26.5302 16.4385 18.5567 0.0531 0.2860 -0.2001 0.07
H 25.5608 17.3004 19.6388 -0.6344 0.6944 1.1553 0.05
H 25.0454 17.1403 17.8975 0.2386 -0.2329 0.8631 0.08
C 14.2603 20.0738 16.6013 0.0669 0.2661 1.2123 -0.05
C 13.2877 18.9948 16.2457 -1.4183 1.9965 1.1518 -0.26
O 12.4104 18.8543 17.3565 -0.3604 0.1450 1.0017 -0.18
C 11.4154 17.8831 17.1757 0.7192 -2.2737 0.2007 -0.30
C 10.1464 18.0025 18.0517 1.3567 -1.0940 -0.3145 -0.06
H 13.6544 20.9453 16.7773 -0.2537 0.7002 -0.1071 0.06
H 14.7273 19.9381 17.6042 -0.0372 -0.3751 -0.8798 0.07
H 14.9780 20.3105 15.8308 0.2823 -0.2426 -0.1374 0.05
H 12.6827 19.3095 15.4203 -0.4075 0.4154 -0.9022 0.11
H 13.6462 18.0818 15.9817 1.6942 -2.7910 -0.5962 0.08
H 11.1404 17.8992 16.1483 -0.5301 0.0412 -1.1457 0.09
H 11.8537 16.7756 17.2937 -0.5094 2.1542 0.0646 0.14
H 10.4096 18.4977 18.9893 -0.4044 -0.0926 -0.0870 0.06
H 9.8895 16.9333 18.2043 -0.2684 0.7701 0.4185 0.08
H 9.3238 18.4622 17.5218 -0.0529 0.4438 0.0863 0.06
C 18.1013 14.0302 24.6089 0.7468 -2.0363 -1.0378 -0.09
C 18.4424 14.8542 25.8176 0.8043 0.4560 -0.4266 -0.28
O 18.1394 16.1938 25.4504 -0.4606 -0.3759 -0.4429 -0.19
C 18.5205 17.2301 26.3202 1.8212 -0.6358 -0.5333 -0.27
C 19.0275 18.4251 25.4774 -2.6423 -0.2456 0.3813 -0.04
H 17.0642 14.0856 24.3354 -0.6664 0.3879 0.0229 0.05
H 18.6778 14.2506 23.6546 -0.3692 0.0325 1.3865 0.07
H 18.2463 12.9298 24.8336 0.1172 1.0873 -0.1995 0.10
H 17.8544 14.5089 26.6881 0.2526 0.2316 -0.1511 0.12
H 19.5502 14.7406 26.0273 -1.0316 0.2319 0.0930 0.13
H 17.7315 17.4500 27.0202 -0.5969 0.5908 0.0695 0.11
H 19.3160 16.8195 26.9404 0.4795 0.1780 0.2292 0.10
H 19.4145 19.1667 26.1471 0.2705 0.6028 0.2189 0.07
H 18.0958 18.8144 24.9939 0.7950 0.1315 0.2344 0.07
H 19.7085 18.2283 24.6686 0.4099 -0.4982 0.0379 0.04
C 17.2390 19.5153 19.1243 0.7678 -0.6632 -2.0949 -0.06
C 16.4342 18.8729 20.2083 0.5589 -1.2532 0.0401 -0.28
O 17.1361 18.7685 21.4463 0.0058 -0.3492 -0.7811 -0.18
C 18.0793 17.7154 21.5455 0.5614 -0.3026 -0.8813 -0.23
C 17.5084 16.3716 21.0591 -0.7733 0.4708 1.9472 -0.05
H 17.4601 20.5023 19.4514 0.6531 0.9364 0.1996 0.05
H 18.2001 18.9883 18.7813 -1.2576 0.5609 0.8978 0.10
H 16.6572 19.6538 18.1743 0.2608 -0.2884 0.8740 0.06
H 15.6267 19.4699 20.4877 -1.4643 1.4114 0.1488 0.09
H 15.9419 17.9422 19.8705 0.5718 -0.0760 0.2950 0.11
H 19.0839 17.9275 21.0292 -1.4315 -0.0239 0.5292 0.13
H 18.2581 17.6890 22.6149 0.3509 -0.3154 0.1239 0.10
H 17.4136 16.2582 20.0016 -0.1399 0.2022 -0.4687 0.02
H 16.5277 16.1781 21.5923 0.9196 0.2498 -0.7722 0.09
H 18.1737 15.6119 21.4190 0.5303 -0.6249 0.0897 0.04
C 16.8746 9.0457 20.2735 0.6672 -1.9114 1.3637 -0.08
C 16.2254 10.0227 21.1843 0.1031 1.2174 -0.1167 -0.31
O 15.5079 10.9851 20.4197 -0.1714 0.3089 0.2322 -0.16
C 14.8601 11.8980 21.2867 -0.9419 0.3944 -0.5113 -0.28
C 14.1344 12.9925 20.5176 0.5760 0.0664 1.1444 -0.05
H 17.3766 8.3282 21.0033 -0.1612 0.6985 -1.1031 0.10
H 16.1447 8.4081 19.7496 0.2430 0.5619 -0.1468 0.09
H 17.6265 9.4882 19.6260 -0.1166 -0.1039 -0.0806 0.04
H 15.5584 9.5132 21.8661 -0.4482 -0.2178 0.2743 0.11
H 16.9528 10.5771 21.8128 -0.0155 -0.3672 -0.2582 0.12
H 14.1361 11.3602 21.9209 0.2241 0.0653 -0.0150 0.13
H 15.5564 12.4254 21.9008 0.9424 -0.0253 0.8807 0.09
H 13.5700 13.6384 21.1890 -0.0780 -0.1190 0.3168 0.07
H 13.4469 12.5292 19.8802 -1.0071 -0.3958 -1.4150 0.06
H 14.8162 13.6663 20.0189 0.2979 -0.0782 -0.5271 0.06
N 22.3102 17.8789 17.7824 -1.9283 -3.3535 0.2364 0.03
C 20.9801 18.0125 17.3501 1.0618 -2.3056 0.0686 -0.11
C 20.7754 19.3292 17.1379 -0.5367 -0.1462 0.2369 -0.14
C 21.9159 20.0050 17.5416 1.5248 1.7424 0.1454 -0.12
C 22.8314 19.0622 17.9477 0.8816 2.1723 -0.2478 -0.18
H 22.7519 16.9951 18.1023 -0.5012 0.7288 -0.2292 0.12
H 20.3633 17.1051 17.2043 0.4248 1.0061 0.0236 0.10
H 19.8805 19.7309 16.7764 -1.0748 0.5965 -0.4084 0.06
H 22.1392 21.0767 17.4924 -0.3148 -0.5502 0.0481 0.10
H 23.8417 19.1615 18.2734 0.3741 0.2410 0.2090 0.11
N 12.7152 21.8449 21.0920 -0.6577 -0.2823 0.5410 0.02
C 11.7640 22.8030 21.3790 1.3919 0.1153 -0.3799 -0.15
C 11.0617 23.0700 20.2286 -1.0488 1.3198 0.3303 -0.11
C 11.5037 22.1236 19.2551 0.4702 0.3599 1.1853 -0.11
C 12.5159 21.3716 19.8311 -0.9819 -0.1685 -0.1665 -0.15
H 13.3639 21.4331 21.7582 -0.2533 0.0051 -0.0374 0.11
H 11.8208 23.2883 22.3317 -0.2106 0.3041 0.1706 0.10
H 10.3219 23.9547 20.1693 1.2450 -1.9164 -0.1848 0.12
H 11.1096 22.0098 18.2907 -0.3932 -0.2706 -1.0870 0.07
H 12.8063 20.3590 19.5783 0.5767 0.3678 -0.3652 0.10
N 18.9532 11.9841 19.7620 0.8588 -0.0508 -0.1386 0.04
C 19.0896 12.6250 20.9443 -3.0989 1.1764 1.7618 -0.18
C 20.2938 12.3677 21.5069 0.7615 -0.1949 -1.4779 -0.10
C 20.9882 11.5801 20.5216 2.0990 0.0174 1.0613 -0.13
C 20.1535 11.3741 19.4710 -0.7460 -0.6725 -0.7696 -0.14
H 18.1514 12.0015 19.1613 -0.1763 0.0775 -0.0733 0.11
H 18.1946 13.1511 21.4162 1.4180 -0.6781 -0.8952 0.12
H 20.7117 12.8257 22.3737 0.0390 -0.0250 0.5035 0.08
H 22.0742 11.2921 20.6320 -1.5797 0.1001 -0.3757 0.12
H 20.2130 10.7755 18.5614 0.3112 0.3184 0.3664 0.12
```
Positions in Å, forces in eV/Å.

Calculated values
HOMO energy   -7.880 eV
HOMO-LUMO gap   0.314 hartree
Lowest unoccupied orbital energy   0.66 eV